# C84H210N14O28

14 unconnected molecules or ions with the total composition C84H210N14O28 in a non-equilibrium geometry (ωB97M-V/def2-TZVPD, the Open Molecules 2025 dataset).

The calculation puts the energy relative to the best compared isomer or geometry (same formula, charge and spin) at 96.8 kcal per mole. The value obtained for the HOMO energy is -0.3069 Ha. The maximum force comes out at 3.33 eV/A. For the LUMO energy, the calculation gives 0.4606 eV. As for the total energy: -6198.97809 Ha.

Element x y z (Å)
C  -13.55  -40.73  16.44
O  -13.19  -40.07  15.24
C  -14.39  -39.74  14.43
C  -13.87  -39.41  13.03
N  -13.13  -40.48  12.35
C  -13.95  -41.63  11.95
C  -13.12  -42.59  11.17
O  -12.17  -43.11  12.09
C  -11.12  -43.82  11.47
H  -14.11  -41.67  16.27
H  -14.12  -40.09  17.09
H  -12.66  -40.98  17.01
H  -14.86  -38.90  14.93
H  -15.02  -40.64  14.44
H  -13.21  -38.60  13.12
H  -14.72  -39.18  12.35
H  -12.45  -40.98  12.94
H  -14.75  -41.27  11.29
H  -14.34  -42.12  12.87
H  -12.70  -42.11  10.28
H  -13.78  -43.38  10.79
H  -10.59  -43.17  10.69
H  -11.45  -44.75  10.93
H  -10.35  -44.15  12.19
C  -16.68  -36.30  22.00
O  -17.92  -35.89  21.44
C  -18.10  -36.38  20.06
C  -17.46  -35.35  19.04
N  -17.40  -35.98  17.71
C  -16.29  -36.82  17.49
C  -15.37  -36.38  16.37
O  -16.23  -36.19  15.24
C  -15.47  -35.67  14.20
H  -16.66  -35.88  22.97
H  -15.79  -35.89  21.50
H  -16.71  -37.39  22.05
H  -19.13  -36.60  19.75
H  -17.51  -37.28  19.97
H  -16.43  -35.08  19.34
H  -18.11  -34.46  19.01
H  -17.77  -35.45  16.96
H  -16.57  -37.87  17.34
H  -15.69  -36.85  18.40
H  -14.52  -37.02  16.17
H  -14.93  -35.46  16.63
H  -14.84  -36.43  13.83
H  -14.94  -34.74  14.44
H  -16.09  -35.38  13.38
C  -13.57  -33.68  7.95
O  -14.54  -34.69  7.85
C  -15.79  -34.28  8.41
C  -15.61  -33.59  9.73
N  -14.90  -34.34  10.75
C  -14.12  -33.44  11.62
C  -13.16  -34.26  12.42
O  -12.25  -34.75  11.46
C  -11.53  -35.85  11.93
H  -12.94  -33.91  8.81
H  -14.00  -32.69  7.97
H  -12.89  -33.62  7.10
H  -16.55  -35.11  8.50
H  -16.27  -33.56  7.77
H  -16.61  -33.36  10.07
H  -15.13  -32.61  9.54
H  -14.25  -34.99  10.31
H  -14.79  -32.84  12.24
H  -13.57  -32.69  11.05
H  -13.48  -35.07  13.00
H  -12.56  -33.59  13.10
H  -10.98  -36.23  11.02
H  -12.21  -36.60  12.28
H  -10.87  -35.56  12.70
C  -13.14  -26.99  15.42
O  -13.10  -26.24  14.20
C  -11.69  -26.03  13.92
C  -11.56  -25.35  12.57
N  -12.11  -23.96  12.57
C  -12.21  -23.41  11.28
C  -10.88  -22.83  10.93
O  -10.83  -22.27  9.64
C  -9.58  -21.83  9.20
H  -14.09  -26.73  15.84
H  -12.43  -26.52  16.07
H  -12.89  -28.07  15.46
H  -11.17  -26.99  13.93
H  -11.30  -25.45  14.74
H  -12.05  -25.98  11.77
H  -10.51  -25.31  12.30
H  -13.07  -23.96  12.95
H  -12.92  -22.58  11.38
H  -12.54  -24.09  10.57
H  -10.06  -23.58  11.05
H  -10.67  -22.10  11.78
H  -9.11  -21.33  10.06
H  -9.86  -21.13  8.42
H  -8.93  -22.62  8.94
C  -0.25  -25.66  18.66
O  -1.26  -26.68  18.42
C  -1.44  -27.71  19.40
C  -2.61  -28.55  18.97
N  -3.86  -27.82  19.22
C  -5.03  -28.58  18.71
C  -6.30  -27.74  18.92
O  -7.42  -28.42  18.40
C  -8.53  -27.59  18.39
H  -0.39  -25.23  19.64
H  -0.45  -24.88  17.93
H  0.75  -26.10  18.49
H  -1.53  -27.23  20.37
H  -0.60  -28.41  19.40
H  -2.52  -29.56  19.52
H  -2.52  -28.76  17.88
H  -3.78  -26.94  18.70
H  -5.20  -29.57  19.20
H  -4.96  -28.72  17.59
H  -6.24  -26.81  18.34
H  -6.39  -27.41  19.96
H  -9.39  -28.20  18.22
H  -8.49  -26.77  17.66
H  -8.67  -27.16  19.38
C  -8.96  -39.96  13.96
O  -8.24  -38.79  13.71
C  -9.00  -37.53  13.89
C  -8.27  -36.35  13.20
N  -8.23  -36.47  11.75
C  -7.20  -35.57  11.15
C  -7.22  -35.49  9.68
O  -6.74  -36.73  9.23
C  -6.67  -36.73  7.84
H  -9.41  -40.37  13.01
H  -9.73  -39.79  14.70
H  -8.33  -40.76  14.35
H  -9.10  -37.31  14.93
H  -10.01  -37.70  13.42
H  -7.27  -36.42  13.61
H  -8.81  -35.50  13.53
H  -7.97  -37.47  11.53
H  -6.19  -35.78  11.52
H  -7.44  -34.53  11.49
H  -6.53  -34.70  9.39
H  -8.17  -35.26  9.24
H  -7.63  -36.47  7.41
H  -6.45  -37.73  7.49
H  -5.91  -36.02  7.50
C  -8.81  -40.00  17.50
O  -8.51  -39.97  18.88
C  -7.15  -39.71  19.17
C  -7.02  -39.06  20.50
N  -7.39  -39.95  21.61
C  -7.92  -39.26  22.75
C  -8.47  -40.20  23.75
O  -9.43  -41.06  23.21
C  -9.87  -42.03  24.20
H  -8.55  -39.09  16.94
H  -9.86  -40.10  17.37
H  -8.26  -40.84  17.07
H  -6.77  -39.05  18.44
H  -6.54  -40.59  19.11
H  -7.66  -38.17  20.44
H  -5.98  -38.75  20.57
H  -8.14  -40.50  21.19
H  -8.70  -38.54  22.48
H  -7.19  -38.64  23.22
H  -8.89  -39.72  24.67
H  -7.62  -40.79  24.12
H  -9.02  -42.52  24.66
H  -10.38  -42.79  23.64
H  -10.53  -41.58  24.95
C  -11.62  -37.31  16.16
O  -11.76  -36.06  15.51
C  -11.91  -35.02  16.51
C  -11.57  -33.63  15.91
N  -11.48  -32.70  17.02
C  -11.44  -31.30  16.62
C  -10.11  -30.82  16.02
O  -10.19  -29.43  15.77
C  -9.04  -28.97  15.02
H  -12.57  -37.64  16.61
H  -10.89  -37.29  16.98
H  -11.40  -37.98  15.33
H  -11.19  -35.23  17.28
H  -12.90  -34.99  17.01
H  -12.27  -33.40  15.11
H  -10.58  -33.80  15.46
H  -12.39  -32.82  17.43
H  -11.66  -30.58  17.45
H  -12.27  -31.17  15.90
H  -9.87  -31.37  15.12
H  -9.28  -30.98  16.73
H  -9.20  -27.88  14.88
H  -8.91  -29.46  14.06
H  -8.18  -29.10  15.66
C  -15.86  -24.36  20.91
O  -17.12  -24.86  20.85
C  -17.30  -26.23  20.93
C  -16.95  -27.01  19.69
N  -15.63  -27.65  19.85
C  -15.29  -28.54  18.68
C  -13.83  -28.82  18.62
O  -13.19  -27.53  18.54
C  -11.78  -27.68  18.49
H  -16.10  -23.25  20.91
H  -15.25  -24.68  20.11
H  -15.37  -24.65  21.85
H  -18.27  -26.40  21.26
H  -16.66  -26.56  21.80
H  -17.12  -26.38  18.83
H  -17.66  -27.85  19.64
H  -14.96  -26.91  20.10
H  -15.61  -28.14  17.71
H  -15.91  -29.48  18.84
H  -13.62  -29.37  17.69
H  -13.44  -29.42  19.48
H  -11.34  -27.99  19.44
H  -11.40  -26.70  18.16
H  -11.50  -28.42  17.76
C  -9.89  -24.64  6.19
O  -9.72  -25.58  7.19
C  -10.67  -25.63  8.23
C  -10.36  -26.83  9.12
N  -9.28  -26.60  10.04
C  -9.03  -27.79  10.86
C  -8.00  -27.37  11.93
O  -7.47  -28.60  12.47
C  -6.39  -28.39  13.34
H  -9.80  -23.60  6.61
H  -10.92  -24.69  5.75
H  -9.14  -24.81  5.46
H  -11.60  -25.83  7.72
H  -10.78  -24.71  8.74
H  -10.18  -27.70  8.47
H  -11.22  -27.05  9.74
H  -8.48  -26.28  9.50
H  -8.83  -28.74  10.41
H  -9.94  -28.05  11.40
H  -8.51  -26.79  12.69
H  -7.19  -26.78  11.47
H  -6.72  -27.82  14.19
H  -5.66  -27.70  12.85
H  -5.99  -29.35  13.69
C  -13.61  -33.97  19.61
O  -14.46  -33.50  18.60
C  -15.20  -32.32  18.87
C  -16.18  -32.14  17.74
N  -15.45  -31.47  16.65
C  -16.22  -31.51  15.40
C  -15.39  -30.77  14.32
O  -14.06  -31.29  14.33
C  -13.20  -30.55  13.52
H  -12.76  -33.34  19.76
H  -13.12  -34.92  19.35
H  -14.20  -34.21  20.53
H  -14.53  -31.46  18.93
H  -15.76  -32.46  19.80
H  -16.94  -31.50  18.10
H  -16.63  -33.12  17.38
H  -14.59  -32.01  16.47
H  -17.14  -30.91  15.49
H  -16.48  -32.53  15.04
H  -15.33  -29.69  14.55
H  -15.86  -30.92  13.37
H  -13.00  -29.56  13.92
H  -13.54  -30.45  12.48
H  -12.28  -31.11  13.44
C  -11.58  -40.40  19.39
O  -12.00  -39.08  19.09
C  -12.19  -38.39  20.30
C  -10.95  -37.96  21.04
N  -9.96  -37.21  20.27
C  -10.35  -35.90  19.77
C  -9.22  -35.21  19.03
O  -8.69  -36.07  18.04
C  -8.11  -35.37  16.99
H  -11.32  -40.93  18.50
H  -12.55  -40.88  19.74
H  -10.80  -40.52  20.13
H  -12.87  -38.88  20.98
H  -12.71  -37.45  19.93
H  -10.42  -38.89  21.30
H  -11.16  -37.51  22.01
H  -9.79  -37.75  19.42
H  -10.69  -35.25  20.54
H  -11.18  -36.03  19.07
H  -8.48  -34.89  19.77
H  -9.48  -34.28  18.51
H  -7.26  -34.73  17.31
H  -8.83  -34.71  16.45
H  -7.76  -36.15  16.23
C  -9.71  -32.72  12.30
O  -10.44  -31.78  11.48
C  -10.62  -32.26  10.17
C  -10.96  -31.02  9.32
N  -12.11  -30.32  9.79
C  -12.93  -29.66  8.79
C  -14.19  -29.13  9.39
O  -13.85  -28.14  10.35
C  -14.92  -27.81  11.19
H  -8.99  -32.13  12.89
H  -9.24  -33.52  11.74
H  -10.42  -33.21  12.94
H  -11.46  -32.99  10.16
H  -9.69  -32.79  9.80
H  -11.18  -31.48  8.33
H  -10.12  -30.40  9.12
H  -12.02  -29.80  10.61
H  -13.01  -30.37  7.92
H  -12.35  -28.84  8.32
H  -14.66  -29.90  10.00
H  -14.88  -28.73  8.67
H  -14.62  -27.05  11.89
H  -15.23  -28.64  11.77
H  -15.76  -27.31  10.67
C  -8.36  -23.75  13.07
O  -7.31  -23.74  14.06
C  -7.11  -25.01  14.67
C  -6.43  -24.75  16.02
N  -7.45  -24.24  16.90
C  -6.95  -23.90  18.17
C  -8.15  -23.53  19.10
O  -7.92  -23.48  20.52
C  -7.80  -24.86  21.08
H  -8.46  -22.78  12.67
H  -9.27  -23.96  13.63
H  -8.17  -24.45  12.28
H  -6.49  -25.66  14.02
H  -8.12  -25.53  14.82
H  -5.58  -24.11  15.85
H  -5.97  -25.63  16.48
H  -7.86  -23.48  16.37
H  -6.15  -23.14  18.28
H  -6.61  -24.84  18.59
H  -8.93  -24.25  18.74
H  -8.53  -22.53  18.80
H  -7.77  -24.78  22.17
H  -6.86  -25.26  20.70
H  -8.68  -25.39  20.76

Here are the Mulliken charges for atoms 1 to 8, given in e: -0.76 0.09 -0.11 -0.01 -0.15 -0.47 -0.68 -0.25